(1)
Molecular formula: C36H34FIrN3O3SSi
Method: DFT, the ωB97M-V functional and the def2-TZVPD basis

Each line ends with the Mulliken spin population.
Atoms and positions in Å:
Ir -0.6691 0.6658 -0.5975  2.63
C 4.9942 2.4007 4.3145  0.00
C 4.9993 1.0496 3.6124  0.00
C 5.3770 -0.1189 4.5095  0.00
C 4.3343 -0.3248 5.5960  0.00
C 2.9715 -0.4713 4.9845  0.00
C 1.9745 -1.1715 5.6232  0.00
C 0.7180 -1.3115 5.0357  0.00
F -0.2082 -2.0137 5.6993  0.00
C 0.4155 -0.7746 3.8183  0.02
C 1.4148 -0.0540 3.1474  0.01
C 1.1198 0.5159 1.8445  0.03
O -0.0531 0.3288 1.3914  0.22
C 2.1620 1.2184 1.1869  -0.07
C 3.3833 1.3143 1.8318  0.01
N 3.6586 0.7936 3.0186  0.00
C 2.6838 0.0914 3.7227  0.00
C 2.1012 1.9321 -0.1393  -0.01
O 3.0512 2.5544 -0.5538  0.02
O 0.9503 1.8921 -0.7910  0.15
H 5.9657 2.5893 4.7701  0.00
H 4.2333 2.4428 5.0934  0.00
H 4.7911 3.2020 3.6044  0.00
H 5.6829 1.0775 2.7626  0.00
H 6.3589 0.0755 4.9402  0.00
H 5.4629 -1.0222 3.9015  0.00
H 4.3355 0.5214 6.2879  0.00
H 4.5637 -1.2085 6.1908  0.00
H 2.1546 -1.6318 6.5858  0.00
H -0.5585 -0.9070 3.3705  -0.01
H 4.1808 1.8571 1.3389  0.00
C -3.5717 -2.9454 2.2927  0.03
C -4.1329 -1.9149 1.5506  -0.03
C -3.5125 -1.4833 0.3897  -0.01
C -2.3258 -2.0757 -0.0584  0.04
C -1.7739 -3.1076 0.7080  0.05
C -2.3917 -3.5410 1.8707  -0.01
Si -1.4327 -1.4248 -1.5717  0.56
C -0.0282 -2.5427 -2.0940  -0.07
C -0.3163 -3.7068 -2.8142  0.01
C 0.6885 -4.5844 -3.1867  0.00
C 2.0063 -4.3107 -2.8491  0.00
C 2.3146 -3.1592 -2.1413  0.03
C 1.3029 -2.2867 -1.7691  -0.03
C -2.6196 -1.0432 -2.9742  0.01
C -3.8629 -1.6665 -3.0921  0.02
C -4.7046 -1.3870 -4.1597  0.00
C -4.3162 -0.4773 -5.1308  0.01
C -3.0813 0.1507 -5.0358  0.02
C -2.2460 -0.1318 -3.9672  0.02
H -4.0571 -3.2869 3.1976  0.00
H -5.0533 -1.4501 1.8788  0.00
H -3.9574 -0.6732 -0.1787  0.01
H -0.8533 -3.5805 0.3860  0.00
H -1.9575 -4.3486 2.4457  0.00
H -1.3398 -3.9296 -3.0961  0.00
H 0.4472 -5.4795 -3.7444  0.00
H 2.7929 -4.9928 -3.1434  0.00
H 3.3428 -2.9381 -1.8863  0.00
H 1.5607 -1.3837 -1.2227  0.01
H -4.1839 -2.3774 -2.3392  0.00
H -5.6631 -1.8833 -4.2350  0.00
H -4.9695 -0.2657 -5.9671  0.00
H -2.7670 0.8475 -5.8031  0.00
H -1.2746 0.3533 -3.9110  -0.03
S -2.4410 2.2332 -0.3163  0.30
C -2.1819 3.1817 -1.7580  0.02
N -3.2435 3.4778 -2.4987  0.02
C -3.1718 4.2303 -3.7482  0.00
C -1.9917 5.1818 -3.6829  0.00
C -0.7372 4.4055 -3.3215  0.00
N -0.9826 3.6110 -2.1185  0.03
H -4.1234 3.0932 -2.1968  0.00
H -4.1129 4.7623 -3.8745  0.00
H -3.0622 3.5294 -4.5810  0.00
H -2.1778 5.9511 -2.9320  0.00
H -1.8609 5.6771 -4.6437  0.00
H 0.0940 5.0738 -3.1029  0.00
H -0.4314 3.7443 -4.1370  0.00
H -0.1889 3.3615 -1.5374  0.00

Summary:
- maximum force (eV/Å) = 0.5
- total energy (eV) = -72761.67220
- orbital gap (spin up / spin down) (eV) = 7.0 / 6.8
- relative energy (zero: lowest compared OMol25 entry of this formula, charge and spin) (kcal/mol) = 0.0
- ⟨S²⟩ = 6.011
- net charge = +1
- E_LUMO (spin up / spin down) (eV) = -2.663 / -4.267
- spin multiplicity = 5

---

(2)
Molecular formula: C20H67NO19PS
Method: DFT, the ωB97M-V functional and the def2-TZVPD basis

Each line ends with the Mulliken charge.
Atoms and positions in Å:
C 2.7460 -3.1754 -0.4453  -0.08
C 2.3996 -2.0279 -0.4274  -0.46
C 1.7349 -0.6719 -0.4585  -0.56
N 0.7290 -0.6020 -1.5245  -0.27
C -0.6658 -0.6209 -1.0469  -0.39
C -1.0615 0.6265 -0.1978  0.18
O -0.8218 0.7406 1.0235  -0.67
O -1.6725 1.5221 -0.7939  -0.61
P -1.1847 -2.2087 -0.2304  0.71
O -0.9468 -3.4331 -1.2916  -0.42
O -2.8111 -2.0742 -0.0543  -0.40
S -0.4526 -2.5179 1.5257  -0.38
H 3.0300 -4.2005 -0.3272  0.46
H 2.5467 0.0462 -0.6371  0.47
H 1.3552 -0.4704 0.5548  0.25
H 0.8348 0.3153 -1.9524  0.39
H -1.2950 -0.5532 -1.9566  0.54
H -0.9364 -3.0027 -2.1638  0.34
H -2.9014 -1.6429 0.8146  0.09
C 4.1666 1.0964 -3.4263  -0.18
O 4.1646 0.4451 -2.1568  -0.42
H 3.7600 2.0977 -3.3031  -0.10
H 5.1905 1.1648 -3.8082  0.28
H 3.5455 0.5375 -4.1266  0.21
H 4.5242 -0.4383 -2.2846  0.22
C 3.1643 -1.3229 -6.9918  -0.57
O 3.5754 -1.3529 -5.6314  -0.44
H 3.7327 -0.5502 -7.5051  0.21
H 3.3595 -2.2883 -7.4675  0.24
H 2.0985 -1.0889 -7.0593  0.27
H 3.0640 -2.0388 -5.1914  0.27
C 5.7975 -2.3005 2.0238  -0.55
O 5.8463 -2.1196 0.6122  -0.41
H 4.7832 -2.5596 2.3034  0.14
H 6.4718 -3.1105 2.3224  0.31
H 6.0860 -1.3735 2.5295  0.31
H 6.7525 -1.8909 0.3828  0.23
C -4.5076 -4.0014 2.3695  -0.18
O -4.9779 -2.7497 1.8797  -0.45
H -3.8631 -3.8177 3.2243  -0.04
H -5.3554 -4.6218 2.6814  0.33
H -3.9357 -4.5172 1.5941  0.11
H -5.5430 -2.9306 1.1240  0.24
C 6.9392 -4.4172 -1.2114  -0.28
O 7.8793 -3.4925 -1.7596  -0.52
H 5.9909 -3.9055 -1.0765  -0.01
H 6.8024 -5.2612 -1.8942  0.32
H 7.2952 -4.7763 -0.2419  0.22
H 8.7110 -3.9601 -1.8704  0.29
C -3.7551 0.5465 2.8407  -0.38
O -3.7079 0.7360 1.4380  -0.44
H -4.7866 0.3431 3.1274  0.28
H -3.1277 -0.3036 3.1294  0.18
H -3.4101 1.4465 3.3572  0.02
H -2.7843 0.9155 1.2089  -0.05
C -3.2627 -3.5164 6.3476  -0.31
O -3.9134 -4.5506 5.6119  -0.52
H -2.3472 -3.9200 6.7753  0.24
H -3.0130 -2.6860 5.6809  0.16
H -3.9094 -3.1617 7.1520  0.15
H -4.7163 -4.1727 5.2430  0.29
C 3.1427 4.9951 -2.5437  -0.17
O 2.4587 3.9565 -3.2428  -0.51
H 4.0967 4.6068 -2.1923  0.23
H 3.3212 5.8391 -3.2110  -0.08
H 2.5456 5.3183 -1.6861  0.27
H 1.6204 4.3183 -3.5435  0.27
C 3.6911 8.0662 -5.1829  -0.53
O 4.5429 7.3646 -4.2833  -0.51
H 2.8610 7.4151 -5.4476  0.22
H 3.3016 8.9700 -4.7070  0.25
H 4.2394 8.3358 -6.0894  0.26
H 5.2694 7.9529 -4.0599  0.28
C -3.9791 3.9390 -3.0830  -0.43
O -2.6848 3.4720 -2.7587  -0.44
H -3.9713 4.3090 -4.1095  0.23
H -4.7040 3.1230 -3.0004  0.28
H -4.2618 4.7546 -2.4084  0.10
H -2.7100 3.1446 -1.8469  0.32
C -4.7781 -0.9047 9.3139  -0.54
O -5.4368 -1.9312 8.5796  -0.49
H -3.8669 -1.3186 9.7398  0.22
H -4.5201 -0.0737 8.6527  0.26
H -5.4215 -0.5460 10.1219  0.27
H -6.2379 -1.5499 8.2099  0.28
C -2.7953 4.2126 2.3053  -0.59
O -3.2084 3.6418 1.0787  -0.43
H -3.3571 5.1332 2.4654  0.24
H -2.9944 3.5241 3.1314  0.18
H -1.7261 4.4458 2.2736  0.25
H -2.6996 2.8293 0.9504  0.46
C -3.0790 -6.5268 -2.2360  -0.37
O -2.5863 -5.7757 -3.3385  -0.52
H -3.8910 -7.1604 -2.5881  0.24
H -2.2860 -7.1551 -1.8222  0.25
H -3.4565 -5.8549 -1.4612  0.10
H -1.8714 -5.2234 -3.0066  0.31
C 4.2256 -3.0954 5.6749  -0.61
O 3.7972 -2.7579 4.3629  -0.42
H 4.5941 -4.1190 5.6630  0.22
H 5.0314 -2.4272 5.9938  0.26
H 3.3896 -3.0233 6.3761  0.26
H 3.4748 -1.8519 4.3916  0.28
C -5.7510 7.4705 -3.1773  -0.44
O -4.7720 8.3641 -3.6995  -0.52
H -6.6880 8.0121 -3.0660  0.26
H -5.8959 6.6342 -3.8656  0.20
H -5.4311 7.0977 -2.2017  0.19
H -3.9532 7.8681 -3.7898  0.30

Summary:
- maximum force (eV/Å) = 1.8
- total energy (eV) = -82338.25854
- orbital gap (eV) = 7.4
- relative energy (zero: lowest compared OMol25 entry of this formula, charge and spin) (kcal/mol) = 0.0
- net charge = -1
- E_LUMO (eV) = 2.112

---

(3)
Molecular formula: C35H61BGeN9O3S3Tl
Method: DFT, the ωB97M-V functional and the def2-TZVPD basis

Each line ends with the Mulliken spin population.
Atoms and positions in Å:
Tl -0.9913 -0.0425 -0.0047  -0.15
C 4.2966 -0.9949 -0.5533  0.02
C 3.6097 -2.2328 0.0052  0.09
C 3.5710 -3.3322 -1.0417  0.02
C 4.2912 -2.7178 1.2776  -0.02
O 2.2698 -1.7955 0.3298  0.31
Ge 0.9234 -2.8046 0.9310  0.56
O 0.2085 -1.6644 2.1118  0.25
C -0.0486 -2.0923 3.4888  0.03
C -1.1185 -1.1699 4.0460  0.00
C 1.2357 -1.9494 4.2923  0.00
C -0.4871 -3.5479 3.4950  0.10
O -0.4319 -2.6641 -0.2756  -0.14
C -0.9821 -3.7595 -1.0710  -0.01
C -0.0138 -4.0802 -2.1972  0.03
C -1.1933 -4.9779 -0.1827  0.04
C -2.3224 -3.2665 -1.5985  0.03
H 5.3053 -1.2367 -0.8918  0.00
H 4.3630 -0.2169 0.2100  0.00
H 3.7250 -0.5992 -1.3938  0.00
H 4.5816 -3.6037 -1.3527  -0.01
H 3.0185 -2.9973 -1.9196  0.00
H 3.0986 -4.2345 -0.6431  0.00
H 5.3351 -2.9760 1.0897  0.00
H 3.7922 -3.6108 1.6647  0.00
H 4.2588 -1.9427 2.0420  0.00
H -0.8224 -0.1288 3.9135  0.00
H -1.2391 -1.3592 5.1138  0.00
H -2.0847 -1.3304 3.5747  -0.01
H 1.4782 -0.9004 4.4618  0.00
H 2.0749 -2.4176 3.7696  0.00
H 1.1277 -2.4391 5.2616  0.00
H -1.2724 -3.7222 2.7683  -0.02
H -0.8722 -3.8330 4.4744  -0.01
H 0.3568 -4.2101 3.2685  -0.04
H 0.9016 -4.5146 -1.8007  -0.01
H 0.2446 -3.1831 -2.7599  0.00
H -0.4564 -4.8087 -2.8805  0.00
H -0.2410 -5.3561 0.2025  -0.04
H -1.6525 -5.7840 -0.7588  0.00
H -1.8539 -4.7386 0.6503  0.01
H -2.2499 -2.2475 -1.9808  0.00
H -3.0850 -3.2956 -0.8219  -0.01
H -2.6557 -3.9084 -2.4162  0.00
C -4.3560 2.2261 1.4147  0.00
C -4.3650 3.5095 0.5857  0.00
C -5.2470 3.3872 -0.6564  0.00
C -4.9024 4.6521 1.4455  0.00
N -2.9526 3.8263 0.1782  0.00
C -2.2319 4.9116 0.6403  0.00
C -0.9968 4.8326 0.1109  0.00
N -0.9438 3.6985 -0.6703  0.00
B 0.3754 3.3193 -1.3591  0.00
N 0.1809 2.4708 -2.6402  0.00
C -0.2289 3.1286 -3.7733  0.00
C -0.4035 2.2142 -4.7473  0.00
N -0.1080 0.9784 -4.2123  0.00
C 0.2524 1.1550 -2.9162  0.00
S 0.7716 -0.0989 -1.8217  0.00
C -0.1487 -0.3013 -4.9993  0.00
C 1.2423 -0.9339 -5.0076  0.00
C -1.1993 -1.2149 -4.3761  0.00
C -0.5527 -0.0020 -6.4410  0.00
N 1.4177 2.7057 -0.3781  0.00
C 2.7496 2.9099 -0.6446  0.00
C 3.4462 2.6093 0.4650  0.00
N 2.5436 2.2165 1.4340  0.00
C 1.3038 2.2387 0.8780  0.01
S -0.1778 1.7172 1.6234  -0.01
C 2.9879 1.8714 2.8297  0.00
C 3.2815 0.3760 2.8437  0.00
C 1.9493 2.2505 3.8839  0.00
C 4.2601 2.6644 3.1438  0.00
C -2.1402 3.0893 -0.6177  0.00
S -2.5427 1.6256 -1.4210  0.00
H -5.3717 2.0150 1.7528  0.00
H -3.7218 2.3472 2.2955  0.00
H -4.0076 1.3742 0.8356  0.00
H -6.2878 3.3251 -0.3382  0.00
H -5.0124 2.5003 -1.2390  0.00
H -5.1397 4.2683 -1.2918  0.00
H -5.9397 4.4262 1.6866  0.00
H -4.8870 5.6066 0.9177  0.00
H -4.3629 4.7469 2.3886  0.00
H -2.6582 5.6606 1.2767  0.00
H -0.1540 5.4947 0.2042  0.00
H 0.8697 4.3501 -1.7310  0.00
H -0.3587 4.1960 -3.7879  0.00
H -0.7072 2.3480 -5.7659  0.00
H 1.5749 -1.2014 -4.0074  0.00
H 1.9699 -0.2533 -5.4530  0.00
H 1.2142 -1.8424 -5.6104  0.00
H -0.9107 -1.5040 -3.3705  0.00
H -1.3030 -2.1162 -4.9811  0.00
H -2.1677 -0.7131 -4.3351  0.00
H 0.1674 0.6404 -6.9490  0.00
H -1.5476 0.4393 -6.5060  0.00
H -0.5805 -0.9497 -6.9769  0.00
H 3.0822 3.2887 -1.5952  0.00
H 4.5006 2.6669 0.6470  0.00
H 2.4338 -0.1870 2.4530  0.00
H 3.4873 0.0451 3.8630  0.00
H 4.1587 0.1569 2.2323  0.00
H 1.0812 1.6006 3.8762  0.00
H 1.6187 3.2839 3.7629  0.00
H 2.4284 2.1637 4.8594  0.00
H 5.1142 2.3486 2.5471  0.00
H 4.5221 2.4826 4.1851  0.00
H 4.1062 3.7368 3.0155  0.00
N -2.8694 -0.8432 0.7143  0.01
C -3.2886 -1.8126 1.2426  0.00
N -3.7826 -2.9064 1.6230  0.00
C -4.1112 -3.1367 2.8910  0.00
N -4.4180 -3.3926 3.9744  0.00

Summary:
- maximum force (eV/Å) = 0.6
- total energy (eV) = -151230.20267
- orbital gap (spin up / spin down) (eV) = 7.3 / 6.4
- relative energy (zero: lowest compared OMol25 entry of this formula, charge and spin) (kcal/mol) = 1.5
- ⟨S²⟩ = 0.754
- net charge = +1
- E_LUMO (spin up / spin down) (eV) = -3.334 / -4.286
- spin multiplicity = 2

---

> maximum force of number 1 (C36H34FIrN3O3SSi)?

0.5 eV/Å